DFT (wB97M-V/def2-TZVPD) results for 2 unconnected molecules or ions with the total composition C2HN4 at a distorted geometry.

highest occupied orbital energy	-18.064	eV
total charge	+1
electronic energy	-8040.01891	eV
ΔE to the lowest compared entry with this formula, charge and spin	0.749	eV

Each atom is followed by the atoms it is bonded to, with distances in Å.
Element x y z (Å)
1 C -0.02583 -1.62961 -1.90030  C2 1.370, N3 1.151
2 C 0.00689 -0.58821 -1.01036  C1 1.370, N6 1.163
3 N -0.05271 -2.46262 -2.69440  C1 1.151
4 N -0.09075 -2.89642 -0.05405  N5 1.105
5 N -0.06139 -3.86763 0.47231  N4 1.105
6 N 0.08338 0.40336 -0.40827  C2 1.163, H7 1.074
7 H 0.19596 1.09202 0.40771  N6 1.074